Entry 1:
ORCA calculation (ωB97M-V/def2-TZVPD) on a cluster of 2 separate species, C5H8O in total.

Each line ends with the Löwdin charge.
Geometry (Å):
C 1.05 0.51 1.47  -0.0620
C 0.35 0.27 0.17  -0.3108
C 0.81 -0.32 -0.94  -0.0085
C -0.30 -0.39 -1.93  -0.1527
O -1.40 0.25 -1.24  -0.0889
C -1.06 0.72 -0.06  -0.0545
H 1.01 1.58 1.73  0.0818
H 2.10 0.21 1.42  0.0765
H 0.57 -0.04 2.28  0.0746
H 1.81 -0.68 -1.14  0.1199
H -0.59 -1.41 -2.20  0.1346
H -0.14 0.19 -2.84  0.1348
H -2.13 -0.76 1.85  0.0582
H -2.07 -0.13 1.44  -0.0031

Highest occupied orbital energy   -0.309 Ha
Net charge   0

=====

Entry 2:
ORCA calculation (ωB97M-V/def2-TZVPD) on the ion C9H8N3 with charge +1.

Each line ends with the Löwdin charge.
Geometry (Å):
C 0.43 2.64 -0.14  0.1058
C 1.51 2.85 -0.86  0.0146
C 2.01 1.55 -1.15  0.0390
C 1.50 -1.00 -1.17  -0.0108
C 0.57 -1.78 -0.47  -0.0496
C 1.41 0.35 -0.80  -0.1661
C 0.38 0.49 0.22  0.0061
C -2.39 -0.69 1.47  -0.2046
C -1.22 -1.64 1.19  -0.1831
N -0.14 1.68 0.40  0.2283
N -2.55 0.12 0.53  0.0946
N -0.19 -1.13 0.41  0.0078
H 1.80 3.89 -1.27  0.1809
H 2.71 1.48 -1.97  0.1460
H 2.29 -1.56 -1.74  0.1399
H 0.33 -2.74 -0.63  0.1089
H -2.77 -0.85 2.50  0.1291
H -0.72 -1.93 2.18  0.1479
H -1.63 -2.58 0.71  0.1592
H -3.33 0.85 0.58  0.1064

SMILES   [H]/N=C/Cn1ccc2ccc#[n+]c21
Highest occupied orbital energy (alpha / beta)   -0.449 / -0.449 Ha
Net charge   +1

=====

Entry 3:
ORCA calculation (ωB97M-V/def2-TZVPD) on a structure of composition C49H44F3N7Re.

Each line ends with the Löwdin charge.
Geometry (Å):
Re 0.07 0.10 0.51  1.5874
C 0.28 -0.42 3.77  -0.1402
N 0.90 -1.01 2.62  -0.1922
C 0.71 -2.48 2.59  -0.1174
C 1.31 -3.30 3.73  -0.2577
C 2.64 -3.20 4.22  -0.0280
C 2.94 -4.02 5.28  -0.0633
C 2.07 -4.97 5.85  -0.0125
C 0.83 -5.02 5.22  -0.1282
N 0.46 -4.21 4.24  0.0982
C 2.32 -0.64 2.55  -0.1503
C 2.49 0.84 2.43  -0.2479
C 3.41 1.56 3.16  0.0136
C 3.59 2.92 2.86  0.0183
C 2.66 3.49 1.95  -0.0335
C 1.60 2.76 1.47  -0.0907
N 1.50 1.41 1.68  -0.0275
C -0.66 0.66 3.47  -0.2713
C -1.01 1.56 4.48  -0.0044
C -2.01 2.48 4.23  -0.0042
C -2.61 2.51 2.93  -0.0385
C -2.35 1.52 2.05  -0.0743
N -1.16 0.76 2.21  -0.0433
H 0.90 -0.03 4.61  0.1556
H -0.27 -1.28 4.23  0.1656
H 1.26 -2.90 1.67  0.1341
H -0.40 -2.67 2.55  0.1293
H 3.39 -2.70 3.60  0.1053
H 3.90 -3.92 5.69  0.0999
H 2.38 -5.64 6.69  0.1302
H 0.13 -5.81 5.37  0.1067
H 2.86 -1.13 1.70  0.1538
H 2.91 -0.94 3.45  0.1102
H 4.19 1.02 3.74  0.1481
H 4.31 3.55 3.35  0.1208
H 2.64 4.55 1.64  0.1335
H 0.83 3.14 0.81  0.1047
H -0.43 1.40 5.49  0.1695
H -2.28 3.22 4.98  0.1281
H -3.40 3.19 2.69  0.1126
H -2.98 1.17 1.20  0.1293
C -0.06 6.01 -3.32  -0.0325
C 0.96 5.05 -3.86  -0.1884
C 1.89 5.65 -4.74  -0.0318
C 2.93 4.88 -5.23  -0.0644
C 2.85 3.47 -5.25  -0.0609
C 1.79 2.86 -4.59  -0.0555
C 1.08 3.63 -3.67  -0.1671
N 0.30 3.00 -2.62  0.1704
C 0.55 1.77 -2.06  -0.2951
N 1.83 1.29 -2.04  0.1431
C 2.13 -0.09 -1.81  -0.1783
C 1.33 -0.82 -0.89  -0.2449
C 1.58 -2.21 -0.84  -0.1449
C 2.71 -2.77 -1.40  -0.0742
C 3.53 -2.05 -2.30  -0.0108
C 3.33 -0.67 -2.40  -0.1898
C 4.33 0.27 -3.04  -0.0341
N -0.36 1.20 -1.20  -0.0633
C -1.76 1.57 -1.46  -0.2652
C -2.29 2.72 -0.77  -0.0774
C -3.63 3.13 -0.97  -0.0616
C -4.38 2.40 -1.90  -0.0662
C -3.83 1.38 -2.68  -0.0007
C -2.48 0.95 -2.45  -0.2183
C -1.96 -0.08 -3.40  -0.0298
H 0.36 6.85 -2.74  0.1032
H -0.67 5.43 -2.67  0.0362
H -0.75 6.44 -4.06  0.1050
H 1.86 6.76 -4.92  0.1454
H 3.73 5.33 -5.80  0.1073
H 3.49 3.01 -5.95  0.0969
H 1.54 1.76 -4.76  0.1462
H -0.46 3.53 -2.23  0.1126
H 2.48 1.87 -2.58  0.1224
H 0.84 -2.93 -0.38  0.1100
H 2.87 -3.84 -1.33  0.1087
H 4.35 -2.47 -2.87  0.1168
H 4.97 -0.37 -3.73  0.1130
H 5.04 0.70 -2.31  0.1018
H 3.92 1.04 -3.66  0.0342
H -1.61 3.26 -0.05  0.1177
H -4.10 3.95 -0.43  0.1149
H -5.41 2.60 -2.07  0.1001
H -4.46 0.80 -3.44  0.1406
H -1.48 -0.93 -2.92  0.0695
H -1.11 0.29 -4.00  0.0879
H -2.79 -0.48 -4.01  0.0915
F -5.25 -7.15 -1.77  0.1493
C -5.38 -6.60 -0.55  -0.5491
F -4.96 -7.55 0.34  0.1056
F -6.73 -6.53 -0.29  0.1216
C -4.63 -5.35 -0.37  -0.0891
C -4.69 -4.32 -1.41  0.0339
C -3.95 -3.17 -1.30  -0.0200
C -3.06 -3.05 -0.22  -0.2489
C -3.08 -3.99 0.86  0.0219
C -3.91 -5.13 0.80  0.0160
C -2.18 -2.00 -0.23  -0.0414
C -1.22 -1.25 0.00  -0.1829
H -5.31 -4.53 -2.32  0.1484
H -4.01 -2.45 -2.07  0.1034
H -2.56 -3.69 1.78  0.1125
H -3.99 -5.86 1.65  0.1491

Spin multiplicity   4
Highest occupied orbital energy (alpha / beta)   -0.465 / -0.470 Ha
Net charge   +2

=====

Entry 4:
ORCA calculation (ωB97M-V/def2-TZVPD) on a cluster of 5 separate species, H10O5 in total.

Each line ends with the Löwdin charge.
Geometry (Å):
H -2.23 -0.84 0.35  -0.0216
H -2.57 -2.13 1.10  0.0307
H -0.49 -0.58 -1.51  -0.0506
H -0.32 -1.95 -0.87  0.0786
H 1.56 -0.51 -2.23  0.0517
H 1.26 0.63 -1.26  0.0558
H 1.36 1.70 0.79  -0.0276
H 2.65 1.96 -0.25  0.0858
H -0.82 0.44 1.94  0.0652
H 0.60 0.59 2.30  0.0314
O -2.54 -1.18 1.17  -0.0549
O -1.01 -1.29 -1.17  -0.0795
O 0.88 0.13 -2.05  -0.0562
O 1.70 2.10 0.01  -0.0677
O -0.02 0.95 1.68  -0.0411

SMILES   O.O.O.O.O
Highest occupied orbital energy   -0.401 Ha
Net charge   0

=====

Entry 5:
ORCA calculation (ωB97M-V/def2-TZVPD) on the molecule C8H15NO.

Each line ends with the Löwdin charge.
Geometry (Å):
C 0.03 3.14 -1.34  -0.1051
C 0.01 2.18 -0.15  -0.2435
C -0.37 0.79 -0.60  -0.2186
C 0.73 0.13 -1.51  -0.1415
C 0.97 -1.07 -0.63  -0.2551
C 1.27 -2.41 -0.17  -0.1614
C 0.51 -2.28 1.24  -0.1512
C -0.91 -0.05 0.74  -0.4377
H -0.99 3.18 -1.79  0.0834
H 0.32 4.16 -1.01  0.0818
H 0.70 2.80 -2.13  0.0587
H 0.97 2.23 0.35  0.1176
H -0.74 2.53 0.56  0.1062
H -1.31 0.80 -1.18  0.1459
H 0.25 -0.18 -2.44  0.1108
H 1.62 0.76 -1.65  0.1087
H 1.09 -0.49 0.34  0.1218
H -0.14 -1.33 -0.70  0.1175
H 0.77 -3.21 -0.75  0.1159
H 2.33 -2.64 -0.01  0.1016
H 1.19 -1.96 2.06  0.1244
H 0.02 -3.18 1.61  0.1062
H -1.23 -1.53 2.02  0.1338
N -0.62 -1.30 1.25  0.0101
O -1.73 0.57 1.31  0.0697

SMILES   CC[C@H]1CCCCNC1=O
Highest occupied orbital energy   -0.338 Ha
Net charge   0

=====

Entry 6:
ORCA calculation (ωB97M-V/def2-TZVPD) on a cluster of 2 separate species, C3H2Cl2 in total.

Each line ends with the Löwdin charge.
Geometry (Å):
C 0.12 0.17 -0.74  0.0639
C 0.36 -0.33 0.49  0.0529
C 1.46 -0.20 -0.40  -0.7582
Cl 1.40 -2.86 -1.38  -0.4077
Cl 3.05 0.14 -0.59  0.8076
H -0.58 0.51 -1.46  0.1207
H 0.00 -0.67 1.43  0.1208

Highest occupied orbital energy   -0.308 Ha
Net charge   0

=====

ΔE to the lowest compared entry with this formula, charge and spin per entry: 92.0 127.3 48.3 27.6 102.3 47.3 kcal/mol